22
Properties=species:S:1:pos:R:3:mulliken_charge:R:1 method="wB97M-V/def2-TZVPD" de_lowest_kj_mol=379.16 homo_energy_ev=-13.320 charge=+1 max_force_ev_per_a=2.816 e_tot_ev=-8965.1481
C -1.517 1.997 -0.242 -0.22
C -2.605 1.530 -0.224 -0.10
C 1.074 -1.685 0.681 -0.63
C -0.342 -1.238 0.413 -0.56
C 0.729 -0.913 -0.517 -0.09
C -3.731 0.668 -0.130 -1.06
C 2.811 0.318 -0.386 -0.91
N 1.322 0.409 -0.476 -0.08
H -0.610 2.483 -0.357 0.59
H 1.236 1.020 -1.245 0.39
H 1.506 -1.320 1.549 0.28
H 1.264 -2.721 0.699 0.34
H -1.101 -1.991 -0.066 0.21
H -0.682 -0.408 1.177 0.20
H 0.780 -1.372 -1.557 0.38
H -4.573 1.147 -0.641 0.36
H -4.028 0.691 1.026 0.26
H -3.267 -0.357 -0.462 0.21
H 3.101 0.465 0.637 0.36
H 3.088 -0.717 -0.752 0.33
H 3.244 1.179 -0.967 0.38
H 0.925 0.950 0.300 0.36